## i
Density functional theory data (wB97M-V/def2-TZVPD) for a structure of composition C7H10O2.

```
19
Properties=species:S:1:pos:R:3:mulliken_charge:R:1
H 2.739 -0.037 1.077 0.42
C 0.822 0.193 0.277 0.63
O 0.110 -0.281 -0.938 -0.52
H 2.001 -1.480 0.589 0.26
C -0.252 -0.449 1.039 -0.63
C -2.223 -0.689 -0.489 -1.35
H 2.118 0.187 -1.468 0.44
C -1.130 0.013 -0.142 0.95
H -2.713 -0.142 -1.432 0.29
H -3.169 -1.061 0.606 0.26
C 2.128 -0.339 0.324 -0.64
H -0.608 0.062 2.041 0.23
H 1.236 2.439 0.121 0.35
H -0.266 -1.493 1.393 0.33
H -1.736 -1.951 -1.087 0.26
H -1.600 2.121 -1.141 0.14
O 2.966 -0.257 -0.788 -0.54
C 0.392 1.695 0.181 -0.56
C -0.812 1.468 -0.163 -0.33
```

=====

## ii
Density functional theory data (wB97M-V/def2-TZVPD) for the molecule C7H10O2.

Values from the calculation:
SMILES: CC(=O)C/C=C(/C)C=O

```
19
Properties=species:S:1:pos:R:3:mulliken_charge:R:1
H -0.954 -1.220 -3.168 0.42
H -0.183 1.652 0.496 0.37
H -1.642 1.191 1.421 0.35
O -0.228 -0.695 2.735 -0.57
H 0.905 0.169 -2.791 0.29
H 1.491 1.859 2.120 0.33
C 0.160 0.195 2.030 0.74
H -0.205 -2.364 -2.091 0.30
C -0.465 -0.424 -1.237 0.87
H 2.055 0.505 1.176 0.27
H -1.873 -1.900 -1.856 0.38
C 1.538 0.779 2.088 -1.14
C 0.622 0.415 -1.742 -0.16
O 1.220 1.279 -1.153 -0.48
H 2.077 0.409 2.950 0.34
C -0.902 -1.542 -2.143 -1.54
C -0.723 0.829 0.947 -0.65
H -1.836 -0.909 0.264 0.34
C -1.057 -0.226 -0.047 -0.47
```

=====

ii is favored, and the nearest alternative lies 880.9 kJ/mol above it.

=====

## i
Density functional theory data (wB97M-V/def2-TZVPD) for the molecule C7H10O2.

```
19
Properties=species:S:1:pos:R:3:mulliken_charge:R:1
H 2.024 -0.136 -2.790 0.45
H 0.030 2.771 2.022 0.33
H -1.999 -2.721 0.996 0.24
H 1.726 2.311 0.746 0.33
C 1.211 -0.481 -0.908 -0.03
C -1.415 -2.183 0.173 -0.57
H -1.672 2.365 1.743 0.34
C -0.696 2.013 1.923 -1.33
H -2.188 -2.167 -0.651 0.27
H -0.373 -2.588 -0.122 0.29
H -0.879 1.674 2.947 0.29
C -0.674 0.035 0.310 -0.11
O -1.409 -0.942 0.832 -0.25
C 1.182 1.446 0.394 -0.37
H 1.671 -1.832 -2.645 0.29
C -0.087 1.132 0.894 0.91
O 1.728 0.690 -0.512 -0.25
H 0.462 -0.592 -2.971 0.26
C 1.357 -0.793 -2.382 -1.10
```

=====

## ii
Density functional theory data (wB97M-V/def2-TZVPD) for a structure of composition C7H10O2.

```
19
Properties=species:S:1:pos:R:3:mulliken_charge:R:1
O 1.344 -1.583 1.372 -0.68
C -0.677 -0.257 0.963 0.05
C 0.956 -0.636 0.661 1.12
H -0.519 1.335 -1.941 0.32
H -2.149 1.023 -1.303 0.38
C -1.162 0.341 2.050 -0.94
C 0.554 -1.134 -1.092 -0.99
H 1.231 1.459 0.082 0.33
H -2.204 0.243 2.333 0.31
C 1.755 0.663 0.614 -1.33
H 1.179 -0.716 -1.875 0.35
O -1.517 -0.998 0.099 -0.41
H 1.961 0.996 1.633 0.35
H 2.704 0.469 0.113 0.36
H -1.559 0.147 -2.733 0.34
C -0.726 -0.536 -0.928 1.09
C -1.272 0.567 -1.761 -1.22
H -0.490 0.834 2.740 0.24
H 0.591 -2.217 -1.028 0.33
```

=====

ii is favored, and the nearest alternative lies 210.9 kJ/mol above it.

=====

## i
Density functional theory data (wB97M-V/def2-TZVPD) for the molecule C7H10O2.

Values from the calculation:
SMILES: C[C@]12OC[C@H]3OC[C@H]1[C@@H]32

```
19
Properties=species:S:1:pos:R:3:mulliken_charge:R:1
O -0.137 -1.665 -0.055 -0.46
C 0.099 0.438 0.748 -0.17
H -0.338 -1.658 2.015 0.26
H 2.371 -0.886 -1.791 0.23
C -1.135 1.832 -0.530 -0.75
C -1.394 0.061 0.520 0.28
H -0.743 2.800 -0.658 0.50
H 2.731 0.081 -0.030 0.30
H 2.378 -2.017 -0.143 0.31
C 2.134 -0.811 -0.518 -1.17
H -1.837 -1.940 0.570 0.42
H -1.801 1.626 -1.543 0.23
H 0.524 0.437 1.737 0.38
O -1.979 1.462 0.642 -0.46
H 1.179 1.436 -1.011 0.39
C 0.335 1.039 -0.509 -0.73
C -1.114 -1.423 1.085 -0.61
C 0.717 -0.592 -0.118 0.82
H -1.991 -0.221 -0.410 0.24
```

=====

## ii
Density functional theory data (wB97M-V/def2-TZVPD) for the molecule C7H10O2.

Values from the calculation:
SMILES: C=C(C(=O)O)/C(C)=C\C

```
19
Properties=species:S:1:pos:R:3:mulliken_charge:R:1
C -0.774 -0.266 0.241 0.78
C -0.521 -1.280 -0.623 -0.46
O 1.873 -0.346 1.575 -0.58
H 1.190 -1.959 -1.692 0.30
C 0.364 -1.255 -1.832 -1.29
C -1.811 -0.392 1.324 -1.36
O 2.434 1.151 -0.001 -0.46
H -1.156 -2.163 -0.559 0.36
H -2.484 -1.237 1.142 0.39
H 0.539 2.931 0.157 0.32
H -1.325 -0.553 2.293 0.29
C 0.115 0.870 0.363 0.47
C -0.207 2.142 0.108 -0.95
H -0.202 -1.573 -2.714 0.38
C 1.531 0.431 0.703 0.48
H 3.293 0.829 0.339 0.34
H 0.778 -0.266 -2.040 0.33
H -1.219 2.421 -0.169 0.31
H -2.421 0.515 1.387 0.33
```

=====

ii is favored, and the nearest alternative lies 893.0 kJ/mol above it.

=====

## i
Density functional theory data (wB97M-V/def2-TZVPD) for a cluster of 2 separate species, H3N2O2P in total.

```
8
Properties=species:S:1:pos:R:3:mulliken_charge:R:1
O 2.495 -0.287 -0.342 -0.52
H -0.645 -0.694 -2.197 -0.03
H -1.959 -0.360 1.239 0.24
O 0.993 1.298 0.081 -0.57
P -0.051 -1.094 0.051 0.12
H -0.991 1.004 0.515 0.31
N -1.206 -0.004 0.684 -0.37
N 1.364 0.137 -0.030 0.82
```

=====

## ii
Density functional theory data (wB97M-V/def2-TZVPD) for a cluster of 2 separate species, H3N2O2P in total.

```
8
Properties=species:S:1:pos:R:3:mulliken_charge:R:1
H 1.561 -1.111 1.021 0.27
H 1.718 1.278 -0.976 -0.01
N -1.102 0.610 -0.410 0.86
N 0.566 -1.009 0.864 -0.40
H 0.003 -1.613 0.293 0.32
P 0.033 0.560 0.981 0.09
O -1.673 1.655 -0.635 -0.56
O -1.105 -0.371 -1.138 -0.58
```

=====

## iii
Density functional theory data (wB97M-V/def2-TZVPD) for a cluster of 2 separate species, H3N2O2P in total.

```
8
Properties=species:S:1:pos:R:3:mulliken_charge:R:1
O 1.595 1.007 1.021 -0.48
N -0.702 -1.436 -0.617 -0.46
O 0.847 2.635 -0.168 -0.50
P -1.091 0.033 -0.027 0.27
H -0.023 -2.091 -0.141 0.30
H -0.755 -0.167 1.311 0.09
H -0.631 -1.517 -1.693 0.30
N 0.760 1.537 0.315 0.48
```

=====

iii is favored, and the nearest alternative lies 180.3 kJ/mol above it.